1.
Computed, not measured: a cluster of 9 separate species, C51H116N4O9 in total, with wB97M-V/def2-TZVPD.

```
180
Properties=species:S:1:pos:R:3:mulliken_charge:R:1
C -3.521 5.411 0.409 -1.85
C -3.145 4.001 -0.246 1.83
C -2.331 4.291 -1.552 -1.77
C -2.162 3.247 0.737 1.20
C -2.754 2.523 1.949 -0.92
C -3.889 1.631 1.439 -0.14
C -4.930 2.377 0.569 1.30
C -5.692 1.268 -0.080 -1.76
C -5.924 3.179 1.479 -1.75
N -4.216 3.059 -0.571 1.02
O -5.034 3.644 -1.484 -0.58
H -3.621 5.341 1.492 0.37
H -2.773 6.191 0.262 0.43
H -4.411 5.860 -0.032 0.32
H -2.132 3.342 -2.050 0.03
H -2.932 4.913 -2.214 0.63
H -1.350 4.755 -1.453 0.28
H -1.551 2.510 0.216 -1.00
H -1.459 3.958 1.171 -0.50
H -2.016 1.906 2.462 0.40
H -3.096 3.237 2.699 0.38
H -4.347 1.202 2.330 0.92
H -3.474 0.847 0.806 -0.85
H -5.171 0.710 -0.858 0.28
H -6.536 1.728 -0.594 0.58
H -6.142 0.542 0.599 -0.06
H -6.375 2.439 2.139 0.42
H -6.766 3.677 0.998 0.38
H -5.391 4.033 1.897 0.29
H -5.039 2.959 -2.156 0.35
C 0.257 1.868 -7.218 -1.72
C 0.062 1.278 -5.818 1.45
C -1.279 0.529 -5.689 -1.73
C 1.148 0.131 -5.503 -0.29
C 2.527 0.732 -5.183 -1.05
C 2.349 1.703 -3.968 -0.97
C 1.339 2.866 -4.215 2.05
C 0.956 3.520 -2.862 -2.26
C 2.054 3.969 -5.078 -1.89
N 0.127 2.284 -4.771 1.16
O -0.840 3.230 -5.028 -0.69
H -0.565 2.508 -7.540 0.38
H 1.184 2.426 -7.349 0.27
H 0.245 1.064 -7.954 0.44
H -1.441 0.160 -4.676 0.11
H -2.104 1.195 -5.940 0.49
H -1.373 -0.305 -6.385 0.35
H 0.861 -0.438 -4.618 -0.53
H 1.283 -0.628 -6.274 0.53
H 3.200 -0.098 -4.967 0.45
H 2.939 1.273 -6.034 0.61
H 3.357 2.018 -3.697 0.41
H 1.924 1.083 -3.178 -0.05
H 0.410 4.444 -3.051 0.67
H 1.771 3.882 -2.236 0.36
H 0.294 2.858 -2.306 0.15
H 1.305 4.723 -5.321 0.39
H 2.152 3.424 -6.017 0.34
H 2.986 4.419 -4.736 0.34
H -1.166 3.492 -4.164 0.37
C 2.803 -1.784 3.457 -1.93
C 3.204 -2.102 4.852 2.04
C 3.550 -0.776 5.603 -2.07
C 2.024 -2.768 5.624 -1.29
C 1.934 -4.261 5.446 -0.43
C 3.253 -4.932 5.764 -1.26
C 4.457 -4.387 4.976 1.77
C 5.742 -4.988 5.483 -2.01
C 4.397 -4.939 3.584 -1.88
N 4.426 -2.936 4.991 0.12
O 5.602 -2.428 4.380 -0.47
H 3.637 -1.349 2.905 0.64
H 2.500 -2.574 2.770 0.24
H 2.016 -1.031 3.434 0.34
H 2.726 -0.066 5.530 0.46
H 3.890 -0.817 6.638 0.44
H 4.351 -0.209 5.128 0.40
H 2.123 -2.436 6.657 0.43
H 1.057 -2.355 5.335 0.39
H 1.099 -4.725 5.972 0.39
H 1.758 -4.438 4.385 0.16
H 3.101 -6.006 5.651 0.45
H 3.533 -4.815 6.811 0.34
H 6.140 -4.559 6.403 0.46
H 6.662 -4.813 4.926 0.37
H 5.651 -6.059 5.669 0.39
H 4.282 -6.023 3.564 0.44
H 5.345 -4.831 3.056 0.53
H 3.613 -4.569 2.923 0.22
H 5.514 -2.615 3.443 0.36
C 1.016 1.870 2.479 -1.19
C 1.700 3.182 2.581 2.52
C 2.960 3.040 3.493 -2.06
C 2.110 3.562 1.148 -1.11
C 2.561 4.976 0.819 -0.97
C 1.497 5.949 1.296 -1.04
C 1.145 5.729 2.821 1.44
C 2.344 6.169 3.717 -1.89
C -0.052 6.619 3.082 -1.77
N 0.789 4.301 3.065 1.11
O 0.213 4.116 4.297 -0.64
H 0.801 1.461 3.466 0.78
H 0.128 1.995 1.858 -0.75
H 1.603 1.089 1.998 0.03
H 3.253 1.991 3.448 0.53
H 3.831 3.606 3.163 0.25
H 2.798 3.224 4.555 0.38
H 2.890 2.919 0.740 0.51
H 1.295 3.417 0.440 -0.11
H 3.513 5.137 1.326 0.46
H 2.703 5.134 -0.250 0.47
H 0.637 5.895 0.628 0.10
H 1.826 6.961 1.058 0.51
H 2.357 7.245 3.891 0.45
H 3.284 5.741 3.368 0.26
H 2.221 5.710 4.698 0.36
H 0.098 7.632 2.709 0.44
H -0.353 6.708 4.126 0.38
H -0.948 6.163 2.659 0.12
H -0.563 3.626 4.015 0.39
C -0.518 -3.762 -3.643 -0.79
C -1.663 -3.078 -4.369 1.73
C -2.335 -4.032 -5.411 -1.71
O -2.718 -2.793 -3.464 -0.62
H 0.073 -2.992 -3.148 -0.02
H 0.233 -4.160 -4.325 0.61
H -0.982 -4.491 -2.978 -0.08
H -1.400 -2.133 -4.844 -0.76
H -3.188 -3.451 -5.762 0.45
H -2.609 -4.988 -4.964 0.34
H -1.607 -4.239 -6.195 0.39
H -2.266 -2.598 -2.641 -0.11
C -2.355 -5.994 -0.552 -1.63
C -1.800 -4.910 0.267 2.78
C -1.744 -5.310 1.752 -1.72
O -0.464 -4.568 -0.116 -0.61
H -1.699 -6.858 -0.443 0.46
H -2.358 -5.723 -1.608 0.30
H -3.369 -6.258 -0.251 0.38
H -2.462 -4.049 0.180 -1.53
H -1.427 -4.494 2.402 0.41
H -1.073 -6.103 2.081 0.40
H -2.735 -5.532 2.148 0.38
H 0.019 -5.397 -0.144 0.35
C 3.014 -2.055 -3.002 -0.53
C 3.638 -3.307 -2.440 0.11
C 2.876 -4.494 -2.970 -1.05
O 4.922 -3.366 -2.881 -0.60
H 1.949 -2.002 -2.777 -0.40
H 3.146 -2.023 -4.084 0.49
H 3.498 -1.150 -2.634 0.51
H 3.599 -3.366 -1.352 0.40
H 3.272 -5.475 -2.711 0.41
H 2.793 -4.410 -4.054 0.37
H 1.859 -4.486 -2.579 -0.08
H 4.982 -3.661 -3.793 0.37
C -6.175 -2.398 1.598 -1.55
C -4.767 -2.699 1.058 0.96
C -4.810 -2.740 -0.487 -1.04
O -3.758 -1.836 1.412 -0.51
H -6.203 -2.348 2.687 0.36
H -6.859 -3.166 1.238 0.41
H -6.487 -1.416 1.241 0.30
H -4.552 -3.700 1.433 0.00
H -3.877 -2.340 -0.883 0.12
H -5.637 -2.142 -0.868 0.45
H -4.845 -3.778 -0.819 0.23
H -3.154 -1.716 0.675 -0.02
C 0.632 -1.242 0.128 -1.29
C -0.779 -0.940 -0.416 1.83
C -0.766 0.023 -1.517 -0.58
O -1.397 -2.123 -0.929 1.29
H 0.686 -2.086 0.817 0.63
H 1.093 -0.360 0.571 -0.06
H 1.296 -1.588 -0.664 -0.08
H -1.405 -0.592 0.405 -0.42
H -0.225 0.915 -1.202 -0.45
H -1.765 0.329 -1.829 0.55
H -0.291 -0.447 -2.378 -0.52
H -0.886 -2.867 -0.603 -0.38
```

Output
E	-79149.3676	eV
lowest unoccupied orbital energy	0.007	hartree
SMILES string	CC1(C)CCCC(C)(C)N1O.CC1(C)CCCC(C)(C)N1O.CC1(C)CCCC(C)(C)N1O.CC1(C)CCCC(C)(C)N1O.CC(C)O.CC(C)O.CC(C)O.CC(C)O.CC(C)O
M	929.51	g/mol
HOMO-LUMO gap	8.29	eV
total charge	0
energy relative to the best compared isomer or geometry (same formula, charge and spin)	44.8	kcal per mole
HOMO energy	-8.09	eV

***

2.
Computed, not measured: a cluster of 20 separate species, C51H142O29 in total, with wB97M-V/def2-TZVPD.

```
222
Properties=species:S:1:pos:R:3:mulliken_charge:R:1
C 4.844 -1.297 -3.082 -1.24
C 5.910 -0.774 -4.028 0.48
C 7.184 -1.592 -3.919 -1.56
O 5.419 -0.713 -5.352 -0.58
H 4.512 -2.308 -3.286 0.40
H 3.978 -0.631 -3.082 0.16
H 5.292 -1.166 -2.092 0.44
H 6.171 0.201 -3.664 0.50
H 7.034 -2.680 -4.197 0.29
H 7.534 -1.537 -2.903 0.37
H 7.917 -1.148 -4.606 0.36
H 4.837 -1.514 -5.477 0.28
C -3.705 3.616 0.214 -0.64
C -2.350 4.073 0.750 0.49
C -1.151 3.364 0.098 2.09
O -2.184 5.531 0.633 -0.48
H -3.684 3.833 -0.888 -0.04
H -4.441 4.140 0.803 0.73
H -3.848 2.513 0.404 -0.22
H -2.368 3.810 1.854 -0.28
H -0.125 3.736 0.288 -0.59
H -1.302 3.454 -1.020 -1.29
H -1.107 2.304 0.404 -0.11
H -3.042 5.756 0.984 0.40
C 2.854 6.179 0.379 -0.59
C 2.395 7.201 1.442 0.40
C 1.042 7.711 1.098 -1.22
O 2.427 6.709 2.829 -0.61
H 2.100 5.457 -0.020 -0.18
H 3.702 5.499 0.739 0.00
H 3.156 6.667 -0.555 0.56
H 3.114 8.027 1.439 0.49
H 1.053 8.296 0.170 0.41
H 0.702 8.244 1.943 0.43
H 0.302 6.977 1.027 0.02
H 2.762 7.452 3.371 0.31
C -5.398 -1.522 -5.888 -1.20
C -3.974 -2.034 -6.206 0.22
C -3.459 -1.554 -7.615 -1.01
O -3.016 -1.675 -5.239 -0.11
H -5.404 -0.415 -5.745 0.20
H -5.609 -1.873 -4.879 0.24
H -6.080 -1.759 -6.668 0.47
H -4.001 -3.126 -6.200 0.38
H -4.235 -1.713 -8.366 0.40
H -2.595 -2.165 -7.844 0.22
H -3.257 -0.482 -7.412 0.17
H -2.882 -0.700 -5.279 0.08
C 2.197 1.814 -4.112 -1.71
C 2.019 1.532 -2.561 1.06
C 3.042 2.125 -1.615 -0.41
O 0.725 1.927 -2.285 1.22
H 3.274 1.564 -4.310 0.37
H 1.864 2.832 -4.289 0.30
H 1.677 1.060 -4.650 0.39
H 2.079 0.423 -2.459 -0.25
H 2.850 1.739 -0.615 -0.28
H 2.948 3.193 -1.621 0.12
H 4.032 1.693 -1.871 0.39
H 0.214 1.211 -1.843 -0.81
C 6.140 2.933 0.761 -1.03
C 5.791 1.480 1.083 1.12
C 6.863 0.457 0.992 -1.46
O 5.131 1.442 2.311 -0.33
H 5.158 3.476 0.806 -0.07
H 6.492 2.934 -0.233 0.41
H 6.921 3.222 1.461 0.49
H 4.951 1.162 0.427 -0.34
H 7.677 0.664 1.731 0.44
H 7.429 0.609 0.041 0.31
H 6.525 -0.571 1.152 0.27
H 5.799 1.675 2.993 0.25
C 4.077 -5.261 2.133 -1.45
C 3.397 -4.172 2.913 0.68
C 1.904 -3.960 2.724 0.30
O 3.708 -4.348 4.339 -0.60
H 4.014 -4.933 1.089 0.30
H 3.555 -6.236 2.321 0.25
H 5.079 -5.264 2.446 0.42
H 3.941 -3.223 2.664 0.17
H 1.586 -3.104 3.268 -0.31
H 1.428 -4.881 3.043 0.16
H 1.722 -3.882 1.676 -0.27
H 3.022 -4.894 4.735 0.34
C 0.946 -3.603 -7.007 -1.10
C 2.326 -2.969 -6.854 0.49
C 2.335 -1.646 -7.614 -1.04
O 2.634 -2.840 -5.437 -0.25
H 0.861 -4.559 -6.511 0.29
H 0.751 -3.803 -8.031 0.48
H 0.209 -2.839 -6.536 0.07
H 3.089 -3.672 -7.219 0.20
H 2.373 -1.776 -8.683 0.41
H 3.247 -1.102 -7.265 0.19
H 1.515 -0.942 -7.279 0.19
H 2.293 -3.647 -5.089 0.22
C -0.002 5.489 -2.570 -0.84
C -1.335 5.952 -3.188 0.52
C -1.412 5.475 -4.646 -1.25
O -2.438 5.384 -2.436 -0.57
H 0.248 4.440 -2.600 -0.09
H -0.041 5.701 -1.489 -0.13
H 0.813 6.060 -2.951 0.73
H -1.372 7.019 -3.080 0.39
H -2.199 5.927 -5.239 0.38
H -1.530 4.406 -4.606 -0.02
H -0.495 5.741 -5.132 0.44
H -2.271 5.632 -1.548 0.32
C 3.342 -0.980 7.624 -1.58
C 2.370 -0.130 6.838 0.56
C 1.514 -1.043 5.897 -0.56
O 1.521 0.663 7.754 -0.52
H 3.956 -0.422 8.324 0.50
H 4.032 -1.361 6.927 0.41
H 2.804 -1.778 8.137 0.37
H 2.912 0.540 6.146 -0.03
H 0.911 -1.781 6.399 0.49
H 2.137 -1.578 5.153 0.14
H 0.808 -0.304 5.467 -0.10
H 2.075 0.765 8.550 0.30
C -1.680 3.973 7.638 -1.61
C -1.803 2.951 6.447 0.52
C -1.166 3.384 5.094 -0.28
O -1.294 1.698 6.880 -0.51
H -2.263 4.903 7.463 0.37
H -0.611 4.179 7.795 0.33
H -1.999 3.610 8.618 0.43
H -2.866 2.712 6.340 0.34
H -1.206 2.532 4.465 -0.19
H -0.076 3.590 5.264 -0.01
H -1.612 4.264 4.626 0.50
H -0.354 1.668 7.111 0.22
C -2.731 1.710 -3.085 2.87
C -1.823 1.537 -4.197 0.19
O -2.525 1.037 -5.337 -0.52
O -3.849 2.568 -3.418 -0.82
H -2.279 2.144 -2.235 -1.13
H -3.162 0.769 -2.848 -0.90
H -1.137 0.786 -3.778 -0.56
H -1.240 2.402 -4.513 -0.15
H -3.111 1.755 -5.611 0.33
H -3.631 3.479 -3.071 0.35
C -3.295 -2.858 -2.237 0.19
C -4.196 -1.986 -1.500 -1.27
O -3.701 -1.454 -0.282 0.17
O -2.030 -2.204 -2.604 -0.36
H -3.819 -3.112 -3.182 0.30
H -3.083 -3.801 -1.660 -0.07
H -5.161 -2.554 -1.328 0.25
H -4.449 -1.095 -2.117 0.51
H -3.044 -2.093 0.054 -0.56
H -2.137 -1.826 -3.488 -0.11
C -5.107 -4.134 2.003 0.48
C -5.272 -5.221 0.964 -0.80
O -4.363 -4.987 -0.114 -0.40
O -3.961 -4.459 2.848 -0.75
H -5.959 -3.877 2.629 0.43
H -4.949 -3.231 1.430 -0.43
H -6.333 -5.045 0.580 0.31
H -5.216 -6.218 1.316 0.39
H -3.470 -5.237 0.203 0.10
H -3.521 -3.660 3.193 0.27
C -2.840 -1.423 5.996 -0.99
C -2.053 -1.834 4.768 0.51
O -2.894 -1.892 3.624 0.10
O -3.427 -0.141 5.834 -0.41
H -2.063 -1.396 6.831 0.41
H -3.635 -2.199 6.187 0.25
H -1.573 -2.792 4.986 0.48
H -1.312 -1.072 4.605 -0.36
H -3.488 -1.138 3.555 -0.03
H -2.655 0.400 6.079 0.11
C -0.584 -6.372 0.313 0.16
C -0.957 -6.391 1.790 -0.83
O -1.357 -5.079 2.140 -0.26
O -1.652 -6.224 -0.601 -0.61
H -0.145 -7.355 0.147 0.39
H 0.181 -5.652 0.016 -0.21
H -0.054 -6.691 2.292 0.41
H -1.731 -7.120 2.117 0.34
H -2.327 -5.046 2.329 0.12
H -1.288 -5.577 -1.239 0.36
C 1.906 3.399 3.171 -0.85
C 1.783 1.980 2.523 -0.07
O 0.550 1.392 2.900 0.81
O 1.014 4.297 2.571 -0.22
H 2.995 3.683 3.101 0.44
H 1.653 3.303 4.235 0.12
H 2.631 1.372 2.881 0.46
H 1.822 2.188 1.442 -0.37
H -0.085 2.101 2.900 -0.40
H 1.313 5.203 2.707 0.00
C -6.055 1.182 2.950 -0.70
C -5.549 0.091 2.055 -0.29
O -4.126 0.140 2.133 0.60
O -5.961 0.824 4.398 -0.58
H -7.126 1.288 2.786 0.43
H -5.587 2.166 2.784 0.14
H -5.838 0.240 1.010 0.40
H -6.085 -0.799 2.403 0.08
H -3.740 -0.361 1.405 -0.08
H -5.047 0.474 4.571 0.38
C 0.955 -3.817 -2.258 0.80
C 1.874 -4.803 -2.912 -0.70
O 1.407 -5.051 -4.214 -0.66
O -0.416 -4.219 -2.381 -0.48
H 1.068 -2.848 -2.819 -0.10
H 1.296 -3.686 -1.238 -0.22
H 2.051 -5.711 -2.267 0.32
H 2.836 -4.337 -2.952 0.23
H 0.416 -5.076 -4.178 0.39
H -0.881 -3.411 -2.568 0.38
C -0.735 -1.506 1.153 0.69
C 0.159 -0.850 0.118 -0.06
O -0.529 -0.406 -1.033 1.64
O -1.194 -2.715 0.574 2.36
H -1.565 -0.796 1.382 -1.23
H -0.281 -1.652 2.124 -0.10
H 0.924 -1.538 -0.302 -0.12
H 0.617 0.038 0.634 -0.73
H -1.168 -1.087 -1.282 -0.77
H -1.147 -3.530 1.161 -0.77
```

Output
E	-114562.6160	eV
lowest unoccupied orbital energy	0.012	hartree
M	1219.67	g/mol
HOMO-LUMO gap	9.98	eV
total charge	0
HOMO energy	-9.65	eV

***

3.
Computed, not measured: a structure of composition C51H32Cl2N4O2Ta, with wB97M-V/def2-TZVPD.

```
92
Properties=species:S:1:pos:R:3:mulliken_charge:R:1
Ta -0.130 -0.307 -0.282 0.99
C 4.634 -5.709 2.584 -0.40
C 4.099 -5.618 1.308 -0.87
C 3.201 -4.609 0.997 -0.05
C 2.843 -3.668 1.961 -0.95
C 3.384 -3.761 3.240 -0.02
C 4.272 -4.780 3.550 -0.85
C 1.875 -2.595 1.615 1.66
C 2.301 -1.273 1.582 0.73
C 3.598 -0.816 1.975 -1.46
C 3.571 0.537 1.926 -1.38
C 2.273 0.917 1.454 0.58
N 1.508 -0.203 1.245 -0.57
C 1.899 2.235 1.214 0.97
C 0.713 2.640 0.618 0.26
C 0.396 4.006 0.344 -1.64
C -0.794 4.021 -0.306 -1.48
C -1.252 2.672 -0.381 0.81
C -2.497 2.248 -0.849 1.04
C -3.293 3.080 -1.787 -0.08
C -3.622 4.419 -1.591 -0.09
C -4.216 5.155 -2.605 -0.90
C -4.496 4.570 -3.830 -0.43
C -4.238 3.219 -4.016 -0.99
C -3.653 2.479 -3.002 -0.23
C -2.991 0.984 -0.521 0.39
N -2.258 -0.068 -0.010 0.04
C -3.171 -1.084 0.212 0.22
C -2.878 -2.358 0.672 1.92
C -4.010 -3.319 0.811 -0.90
C -4.504 -4.005 -0.293 0.25
C -5.563 -4.889 -0.143 -0.92
C -6.140 -5.083 1.104 -0.36
C -5.644 -4.405 2.208 -0.87
C -4.580 -3.528 2.063 0.30
C -1.609 -2.806 1.022 0.46
C -1.332 -4.151 1.421 -1.53
C 0.002 -4.238 1.638 -1.57
C 0.549 -2.940 1.400 0.75
N -0.447 -2.068 1.019 -0.25
C -4.484 -0.641 -0.133 -1.55
C -4.370 0.627 -0.599 -1.42
N -0.311 1.829 0.174 0.19
C 2.842 3.297 1.671 -0.64
C 2.868 3.638 3.021 0.32
C 3.727 4.628 3.472 -0.87
C 4.572 5.276 2.582 -0.39
C 4.555 4.931 1.239 -0.94
C 3.690 3.947 0.781 0.24
H 5.325 -6.504 2.831 0.41
H 4.378 -6.338 0.549 0.41
H 2.776 -4.540 0.003 0.49
H 3.087 -3.046 3.998 0.51
H 4.676 -4.850 4.551 0.40
H 4.414 -1.457 2.264 0.61
H 4.360 1.230 2.168 0.59
H 1.004 4.845 0.635 0.56
H -1.326 4.887 -0.660 0.61
H -3.455 4.880 -0.626 0.60
H -4.464 6.195 -2.436 0.42
H -4.927 5.157 -4.630 0.42
H -4.489 2.740 -4.953 0.42
H -3.441 1.430 -3.154 0.54
H -4.056 -3.849 -1.267 0.50
H -5.942 -5.427 -1.002 0.40
H -6.977 -5.760 1.213 0.40
H -6.090 -4.557 3.182 0.40
H -4.188 -2.991 2.919 0.49
H -2.075 -4.925 1.514 0.49
H 0.571 -5.099 1.947 0.53
H -5.377 -1.234 -0.026 0.53
H -5.157 1.283 -0.933 0.64
H 2.208 3.126 3.710 0.50
H 3.736 4.891 4.522 0.40
H 5.243 6.047 2.937 0.40
H 5.219 5.429 0.544 0.41
H 3.672 3.673 -0.268 0.53
Cl 4.197 1.981 -6.083 -0.20
C 3.369 1.444 -4.669 0.05
C 4.097 0.930 -3.593 -0.70
C 3.448 0.477 -2.466 -0.85
C 2.054 0.534 -2.375 0.22
O 1.447 0.087 -1.292 0.28
C 1.326 1.066 -3.455 0.99
C -0.114 1.123 -3.413 -0.15
O -0.825 0.829 -2.460 -0.12
C 1.999 1.507 -4.602 -1.11
H 5.176 0.885 -3.654 0.46
H 3.998 0.065 -1.628 0.51
H -0.602 1.469 -4.337 0.31
H 1.424 1.896 -5.433 0.46
Cl -0.587 -1.956 -1.848 -0.32
```

Output
E	-90058.8499	eV
lowest unoccupied orbital energy	-0.149	hartree
M	984.70	g/mol
HOMO-LUMO gap	5.91	eV
total charge	+1
energy relative to the best compared isomer or geometry (same formula, charge and spin)	10.9	kcal per mole
HOMO energy	-9.96	eV

***

Among the records above, which one has the highest HOMO energy? C51H116N4O9

***

Which of these has the lowest M? C51H116N4O9

***

total charge of number 2 (C51H142O29)? 0